Entry 1:
{
  "formula": "C6H12",
  "method": "ωB97M-V/def2-TZVPD",
  "species": ["C", "C", "C", "C", "C", "C", "H", "H", "H", "H", "H", "H", "H", "H", "H", "H", "H", "H"],
  "coordinates": [[1.75, -1.16, -1.08], [1.38, 0.14, -1.79], [-0.73, 1.56, -0.09], [-1.32, 0.40, 0.50], [-1.56, 0.67, 2.02], [-0.51, -0.26, 1.64], [0.87, -1.62, -0.60], [2.50, -0.99, -0.30], [2.16, -1.90, -1.78], [2.23, 0.56, -2.32], [0.58, -0.02, -2.52], [-1.22, 1.72, -1.08], [1.04, 0.89, -1.06], [-2.07, -0.24, 0.04], [-1.27, 1.66, 2.37], [-2.51, 0.30, 2.39], [-0.70, -1.33, 1.75], [0.52, 0.05, 1.71]],
  "de_lowest_ev": 4.831,
  "energy_ev": -6412.110,
  "max_force_ev_per_a": 0.48,
  "homo_ha": -0.308
}


Entry 2:
{
  "formula": "C17H31N3O3",
  "method": "ωB97M-V/def2-TZVPD",
  "species": ["N", "C", "C", "N", "C", "C", "C", "C", "C", "C", "N", "H", "H", "H", "H", "H", "H", "H", "C", "C", "C", "O", "H", "H", "H", "H", "H", "H", "H", "H", "C", "C", "C", "O", "H", "H", "H", "H", "H", "H", "H", "H", "C", "C", "C", "O", "H", "H", "H", "H", "H", "H", "H", "H"],
  "coordinates": [[-1.37, 6.67, -2.50], [-0.54, 5.48, -2.50], [-1.21, 4.16, -2.61], [-0.58, 2.97, -2.62], [0.80, 3.14, -2.48], [1.63, 1.89, -2.44], [3.06, 1.96, -2.33], [3.75, 3.28, -2.22], [2.96, 4.48, -2.27], [1.46, 4.44, -2.40], [0.80, 5.67, -2.42], [-2.24, 6.38, -2.04], [-0.91, 7.29, -1.82], [-2.33, 4.14, -2.69], [1.18, 0.86, -2.49], [3.66, 1.01, -2.31], [4.86, 3.38, -2.13], [3.47, 5.48, -2.23], [-2.19, -0.74, -2.54], [-1.52, -1.04, -1.21], [-2.44, -0.72, -0.04], [-0.32, -0.28, -1.09], [-2.44, 0.32, -2.61], [-1.52, -0.96, -3.37], [-3.10, -1.32, -2.66], [-1.24, -2.10, -1.17], [-2.70, 0.34, -0.03], [-1.94, -0.94, 0.91], [-3.36, -1.31, -0.09], [-0.56, 0.66, -1.12], [-1.57, -5.43, 2.09], [-1.58, -3.91, 2.16], [-1.27, -3.42, 3.56], [-2.86, -3.43, 1.75], [-2.33, -5.85, 2.75], [-1.80, -5.77, 1.08], [-0.59, -5.83, 2.38], [-0.85, -3.50, 1.46], [-2.02, -3.77, 4.28], [-1.30, -2.32, 3.60], [-0.29, -3.76, 3.89], [-3.52, -3.77, 2.36], [2.46, -2.40, 2.08], [2.56, -0.89, 2.21], [1.30, -0.29, 2.80], [2.80, -0.32, 0.92], [1.64, -2.68, 1.42], [3.38, -2.81, 1.64], [2.30, -2.87, 3.05], [3.42, -0.63, 2.84], [0.43, -0.50, 2.16], [1.38, 0.79, 2.87], [1.10, -0.70, 3.80], [2.05, -0.54, 0.36]],
  "de_lowest_ev": 3.236,
  "energy_ev": -28743.712,
  "max_force_ev_per_a": 3.46,
  "homo_ha": -0.312
}


Entry 3:
{
  "formula": "C18H31N5O3S",
  "method": "ωB97M-V/def2-TZVPD",
  "species": ["C", "C", "N", "C", "C", "C", "C", "O", "N", "C", "O", "C", "C", "N", "C", "O", "C", "C", "C", "N", "N", "S", "C", "C", "C", "C", "C", "H", "H", "H", "H", "H", "H", "H", "H", "H", "H", "H", "H", "H", "H", "H", "H", "H", "H", "H", "H", "H", "H", "H", "H", "H", "H", "H", "H", "H", "H", "H"],
  "coordinates": [[-2.66, 2.01, -1.46], [-1.65, 3.04, -1.94], [-0.30, 2.52, -2.09], [0.58, 3.53, -2.68], [1.98, 2.98, -2.90], [2.58, 2.45, -1.60], [1.62, 1.45, -1.02], [2.16, 0.98, 0.23], [1.52, -0.17, 0.62], [0.57, -0.14, 1.60], [0.10, 0.90, 2.03], [0.06, -1.51, 2.00], [-1.44, -1.53, 1.70], [-1.69, -1.44, 0.26], [-1.81, -2.55, -0.50], [-1.80, -3.68, -0.04], [-1.89, -2.31, -2.00], [-0.58, -1.84, -2.57], [-0.33, -0.76, -3.37], [0.97, -0.64, -3.76], [1.74, -1.55, -3.30], [0.89, -2.64, -2.35], [0.41, -1.86, 3.47], [-0.41, -1.05, 4.47], [1.90, -1.59, 3.70], [0.15, -3.36, 3.69], [0.24, 2.07, -0.81], [-3.67, 2.40, -1.56], [-2.58, 1.10, -2.07], [-2.51, 1.75, -0.41], [-1.96, 3.41, -2.92], [-1.66, 3.91, -1.25], [0.14, 3.84, -3.63], [0.63, 4.42, -2.03], [1.93, 2.17, -3.63], [2.61, 3.77, -3.32], [3.55, 1.99, -1.77], [2.72, 3.27, -0.88], [1.53, 0.59, -1.69], [2.04, -1.01, 0.43], [0.53, -2.27, 1.37], [-1.90, -2.45, 2.05], [-1.92, -0.68, 2.18], [-1.67, -0.54, -0.19], [-2.18, -3.25, -2.45], [-2.66, -1.57, -2.23], [-1.05, -0.03, -3.70], [-1.47, -1.29, 4.41], [-0.08, -1.29, 5.49], [-0.28, 0.02, 4.31], [2.52, -2.14, 2.98], [2.13, -0.53, 3.60], [2.19, -1.91, 4.70], [0.74, -3.97, 3.00], [0.43, -3.63, 4.71], [-0.90, -3.62, 3.56], [0.33, 2.89, -0.08], [-0.42, 1.33, -0.38]],
  "de_lowest_ev": 0.072,
  "energy_ev": -43596.626,
  "max_force_ev_per_a": 0.25,
  "homo_ha": -0.326
}


Entry 4:
{
  "formula": "C40H74IrN12PSTe",
  "method": "ωB97M-V/def2-TZVPD",
  "species": ["Ir", "C", "N", "C", "C", "N", "C", "C", "N", "C", "C", "N", "C", "N", "C", "C", "N", "C", "C", "C", "C", "N", "C", "N", "C", "C", "N", "C", "C", "N", "C", "C", "H", "H", "H", "H", "H", "H", "H", "H", "H", "H", "H", "H", "H", "H", "H", "H", "H", "H", "H", "H", "H", "H", "H", "H", "H", "H", "H", "H", "H", "H", "H", "H", "H", "H", "H", "H", "H", "H", "H", "H", "H", "H", "H", "H", "H", "H", "H", "H", "N", "C", "N", "C", "C", "C", "C", "C", "C", "S", "H", "H", "H", "H", "H", "H", "C", "C", "P", "C", "C", "C", "C", "H", "H", "H", "H", "H", "H", "H", "H", "H", "H", "H", "H", "H", "H", "H", "Te", "C", "C", "C", "C", "C", "C", "H", "H", "H", "H", "H"],
  "coordinates": [[0.58, -0.50, -0.60], [0.33, -5.68, -0.25], [1.42, -5.01, -0.95], [2.31, -5.88, -1.71], [1.71, -3.68, -0.79], [0.77, -2.76, -0.94], [-0.48, -3.23, -1.53], [-1.31, -2.12, -2.13], [-1.75, -1.07, -1.18], [-2.50, -0.08, -2.03], [-3.04, 1.21, -1.43], [-2.01, 2.22, -1.25], [-2.21, 3.43, -1.73], [-3.44, 3.93, -2.08], [-4.61, 3.74, -1.24], [-3.69, 4.57, -3.37], [-1.15, 4.26, -1.91], [0.21, 3.78, -1.83], [-1.28, 5.71, -2.01], [-2.70, -1.65, -0.20], [-2.15, -2.06, 1.16], [-1.75, -0.92, 1.95], [-1.95, -0.83, 3.23], [-1.72, 0.45, 3.81], [-0.71, 0.46, 4.88], [-2.87, 1.33, 4.08], [-2.32, -1.85, 4.03], [-3.02, -1.61, 5.30], [-1.87, -3.23, 3.83], [2.99, -3.39, -0.48], [3.82, -4.31, 0.30], [3.69, -2.19, -0.89], [0.74, -6.53, 0.31], [-0.15, -5.01, 0.46], [-0.42, -6.08, -0.95], [1.71, -6.47, -2.40], [3.02, -5.29, -2.29], [2.86, -6.58, -1.07], [-0.29, -3.94, -2.33], [-1.10, -3.76, -0.80], [-0.74, -1.63, -2.93], [-2.19, -2.58, -2.59], [-1.86, 0.19, -2.87], [-3.36, -0.61, -2.45], [-3.81, 1.55, -2.13], [-3.55, 1.01, -0.48], [-4.33, 3.30, -0.28], [-5.07, 4.72, -1.04], [-5.37, 3.12, -1.71], [-2.76, 4.65, -3.94], [-4.39, 3.97, -3.95], [-4.12, 5.57, -3.24], [0.22, 2.69, -1.88], [0.79, 4.20, -2.66], [0.68, 4.10, -0.90], [-2.27, 6.04, -1.72], [-0.55, 6.18, -1.35], [-1.08, 6.06, -3.03], [-3.50, -0.93, -0.01], [-3.18, -2.53, -0.65], [-2.96, -2.62, 1.65], [-1.30, -2.74, 1.03], [-0.02, -0.37, 4.74], [-0.15, 1.40, 4.82], [-1.15, 0.41, 5.88], [-3.65, 1.18, 3.32], [-3.30, 1.16, 5.07], [-2.54, 2.37, 4.03], [-3.77, -0.83, 5.19], [-3.55, -2.53, 5.56], [-2.34, -1.37, 6.12], [-1.07, -3.27, 3.10], [-1.47, -3.60, 4.77], [-2.68, -3.89, 3.53], [4.62, -4.74, -0.31], [4.28, -3.75, 1.12], [3.22, -5.10, 0.72], [4.47, -2.44, -1.61], [3.00, -1.48, -1.33], [4.18, -1.72, -0.03], [2.85, 1.63, 0.73], [2.70, 0.57, 1.55], [1.87, -0.42, 1.33], [1.94, -1.38, 2.36], [1.20, -2.55, 2.45], [1.40, -3.39, 3.54], [2.31, -3.06, 4.54], [3.05, -1.89, 4.47], [2.84, -1.06, 3.37], [3.62, 0.47, 3.03], [2.41, 1.60, -0.18], [3.59, 2.29, 0.89], [0.50, -2.80, 1.66], [0.83, -4.31, 3.62], [2.46, -3.73, 5.38], [3.76, -1.63, 5.24], [4.25, 0.82, -2.08], [3.00, 1.35, -2.80], [1.55, 0.22, -2.80], [0.35, 1.06, -3.92], [0.92, 2.05, -4.94], [2.11, -1.26, -3.74], [2.53, -1.01, -5.19], [5.04, 1.56, -2.16], [4.61, -0.10, -2.55], [4.07, 0.63, -1.02], [3.23, 1.55, -3.84], [2.67, 2.29, -2.35], [-0.38, 1.58, -3.29], [-0.19, 0.26, -4.43], [1.37, 2.91, -4.45], [0.10, 2.41, -5.56], [1.65, 1.60, -5.60], [1.30, -1.98, -3.70], [2.94, -1.69, -3.17], [1.69, -0.70, -5.81], [2.92, -1.94, -5.60], [3.33, -0.27, -5.27], [-0.76, 1.36, 1.13], [-0.50, 3.34, 1.84], [0.48, 3.56, 2.82], [0.56, 4.80, 3.44], [-0.36, 5.80, 3.13], [-1.34, 5.57, 2.18], [-1.43, 4.34, 1.55], [1.18, 2.78, 3.07], [1.32, 4.97, 4.19], [-0.31, 6.75, 3.64], [-2.06, 6.35, 1.94], [-2.21, 4.16, 0.82]],
  "spin_multiplicity": 6,
  "energy_ev": -90792.363,
  "max_force_ev_per_a": 1.62,
  "homo_ha": [-0.518, -0.561],
  "total_charge": 3
}


Entry 5:
{
  "formula": "C28H39N7O10P",
  "method": "ωB97M-V/def2-TZVPD",
  "species": ["C", "C", "O", "N", "C", "N", "C", "C", "C", "C", "C", "C", "C", "N", "P", "O", "O", "O", "N", "H", "H", "H", "H", "H", "H", "H", "H", "H", "H", "H", "H", "H", "H", "H", "H", "H", "H", "H", "H", "H", "H", "H", "H", "C", "C", "C", "C", "C", "C", "N", "O", "O", "H", "H", "H", "H", "H", "C", "C", "C", "C", "C", "C", "N", "O", "O", "H", "H", "H", "H", "H", "C", "C", "C", "C", "C", "C", "N", "O", "O", "H", "H", "H", "H", "H"],
  "coordinates": [[4.66, 0.42, -0.04], [3.85, 1.06, 1.07], [2.53, 1.45, 0.63], [2.61, 2.52, -0.21], [1.54, 2.91, -0.87], [1.62, 4.07, -1.58], [0.59, 4.38, -2.58], [-0.62, 3.44, -2.52], [-0.87, 2.81, -1.15], [-1.94, 1.71, -1.34], [-2.63, 1.14, -0.10], [-3.88, 0.31, -0.50], [-5.12, 0.69, 0.32], [-6.40, 0.46, -0.38], [-1.38, 4.02, 0.12], [-2.80, 4.37, -0.04], [-0.41, 5.28, 0.09], [-1.06, 3.28, 1.49], [0.43, 2.13, -0.80], [4.02, -0.01, -0.81], [5.30, 1.16, -0.54], [5.32, -0.35, 0.35], [4.36, 1.93, 1.49], [3.68, 0.36, 1.88], [3.47, 3.04, -0.27], [1.85, 4.85, -0.99], [0.27, 5.41, -2.41], [1.01, 4.36, -3.58], [-0.45, 2.61, -3.21], [-1.53, 3.95, -2.86], [-1.39, 0.90, -1.82], [-2.67, 2.08, -2.06], [-2.97, 1.91, 0.57], [-1.96, 0.48, 0.45], [-3.69, -0.75, -0.42], [-4.13, 0.53, -1.54], [-5.13, 0.16, 1.27], [-5.07, 1.75, 0.57], [-6.82, 1.34, -0.62], [-6.26, -0.05, -1.24], [-0.93, 6.08, 0.25], [-1.87, 3.24, 2.03], [0.36, 1.68, 0.11], [0.45, -4.95, -0.09], [1.72, -4.90, -0.64], [2.69, -4.10, -0.07], [2.36, -3.35, 1.05], [1.09, -3.38, 1.61], [0.13, -4.19, 1.03], [3.38, -2.50, 1.66], [4.48, -2.45, 1.14], [3.08, -1.86, 2.65], [-0.30, -5.59, -0.54], [1.96, -5.50, -1.51], [3.69, -4.05, -0.49], [0.86, -2.79, 2.48], [-0.86, -4.24, 1.45], [6.96, -6.24, -3.90], [6.49, -7.10, -2.92], [5.15, -7.43, -2.87], [4.30, -6.89, -3.82], [4.75, -6.03, -4.81], [6.09, -5.71, -4.84], [2.87, -7.26, -3.79], [2.50, -8.00, -2.90], [2.15, -6.79, -4.65], [8.01, -5.99, -3.94], [7.17, -7.51, -2.19], [4.77, -8.10, -2.11], [4.06, -5.63, -5.54], [6.46, -5.04, -5.61], [-3.52, 4.54, 3.99], [-3.70, 4.54, 5.36], [-4.89, 4.06, 5.89], [-5.87, 3.60, 5.03], [-5.70, 3.60, 3.66], [-4.51, 4.08, 3.14], [-7.13, 3.08, 5.60], [-7.25, 3.11, 6.80], [-7.95, 2.65, 4.82], [-2.59, 4.92, 3.57], [-2.93, 4.90, 6.02], [-5.05, 4.06, 6.96], [-6.49, 3.24, 3.02], [-4.37, 4.10, 2.06]],
  "energy_ev": -69850.397,
  "max_force_ev_per_a": 1.40,
  "homo_ha": -0.409,
  "total_charge": 1
}